# 1
C10H15BrOSi | the ωB97M-V functional and the def2-TZVPD basis

XYZ file:
```
28
Properties=species:S:1:pos:R:3
C -2.225 2.244 -1.701
O -1.590 1.031 -1.324
C -1.928 0.578 -0.113
Br -3.852 -0.085 0.007
Si -0.681 -0.923 0.215
C -0.975 -1.527 1.967
C -1.191 -2.136 -1.109
C 1.088 -0.222 0.214
C 2.189 -0.910 -0.372
C 3.461 -0.353 -0.414
C 3.656 0.758 0.426
C 2.707 1.388 1.125
C 1.360 0.932 0.992
H -2.081 2.327 -2.764
H -2.044 3.123 -1.052
H -3.266 2.212 -1.649
H -1.972 1.288 0.775
H -0.335 -1.113 2.703
H -1.963 -1.389 2.326
H -0.815 -2.655 2.042
H -1.782 -1.374 -1.607
H -0.382 -2.654 -1.606
H -1.822 -2.961 -0.768
H 1.893 -1.768 -1.001
H 4.412 -0.738 -0.906
H 4.638 1.194 0.246
H 2.893 2.172 1.913
H 0.604 1.561 1.435
```

Computed properties:
Multiplicity ... 1
Highest occupied orbital energy ... -9.2690 eV
Energy above the lowest of the compared OMol25 structures with the same formula, charge and spin ... 0.000 eV
LUMO ... 0.8 eV
SMILES ... CO[C@@H](Br)[Si](C)(C)c1ccccc1

---

# 2
C10H15CdClDyF | the ωB97M-V functional and the def2-TZVPD basis

XYZ file:
```
29
Properties=species:S:1:pos:R:3
Dy 0.008 0.484 -0.048
Cl 0.764 -1.112 -1.948
C 1.250 2.139 -1.014
H 1.411 2.641 -0.052
H 0.631 2.650 -1.688
H 2.095 1.629 -1.385
Cd -1.758 -0.882 -2.289
C -2.605 -2.659 -1.495
C -2.188 -0.389 -4.279
C -1.956 0.804 -0.939
H -2.663 0.568 -4.190
H -1.268 -0.386 -4.815
H -2.857 -1.194 -4.522
H -3.200 -2.308 -0.676
H -3.181 -2.977 -2.351
H -1.812 -3.318 -1.223
H -2.030 1.796 -1.391
H -2.565 0.398 -0.139
F 3.189 0.082 5.320
C 2.532 0.145 4.108
C 2.580 -0.950 3.254
C 1.907 -0.891 2.024
C 1.253 0.248 1.776
C 1.161 1.358 2.556
C 1.838 1.301 3.785
H 3.128 -1.850 3.532
H 1.927 -1.736 1.342
H 0.605 2.258 2.284
H 1.803 2.153 4.464
```

Computed properties:
Multiplicity ... 6
⟨S²⟩ ... 9.350
Highest occupied orbital energy (spin up / spin down) ... 0.5375 / 0.5864 eV
Total charge ... -2
Energy above the lowest of the compared OMol25 structures with the same formula, charge and spin ... 2.823 eV
LUMO (spin up / spin down) ... 4.9 / 4.9 eV

---

# 3
C10H15ClIN3O2S | the ωB97M-V functional and the def2-TZVPD basis

XYZ file:
```
33
Properties=species:S:1:pos:R:3
C -4.125 0.035 0.007
C -3.338 -0.379 -1.099
C -2.166 -1.070 -2.035
N -0.760 -0.685 -1.633
C 0.226 -1.826 -1.757
C 0.564 -2.601 -0.346
I 0.601 -4.771 -0.851
C -0.628 -2.295 0.737
N -0.870 -0.811 1.004
S 0.422 -0.394 2.157
C -0.696 0.008 -0.291
N -0.477 1.389 -0.287
C -0.255 2.234 -1.521
C 0.967 3.305 -1.122
O 2.178 2.718 -0.922
Cl 0.742 5.133 -0.918
H -4.752 0.379 0.954
H -2.261 -2.256 -1.955
H -2.435 -0.819 -3.163
H -0.118 -2.529 -2.632
H 1.255 -1.335 -2.111
H 1.601 -2.292 0.137
H -0.312 -2.818 1.759
H -1.612 -2.842 0.394
H -0.209 0.502 3.078
H -0.460 1.905 0.644
H 0.136 1.656 -2.459
H -1.191 2.928 -1.783
C 3.562 1.488 3.208
O 2.422 0.843 3.409
H 3.839 2.263 3.942
H 4.486 0.886 3.187
H 3.664 2.052 2.266
```

Computed properties:
Multiplicity ... 1
Highest occupied orbital energy ... -5.4884 eV
LUMO ... -1.5 eV